No. 1
This record from OMol25 describes a cluster of 2 separate species, C6H14NO in total. The level of theory is the ωB97M-V functional and the def2-TZVPD basis.

Each line ends with the Löwdin charge.
Cartesian coordinates (Å):
C (-1.314, -0.698, -0.975)  -0.163
C (-0.384, -1.649, -0.232)  -0.129
C (-0.060, -1.159, 1.163)  -0.331
C (0.254, -2.020, 2.127)  0.093
C (1.127, 0.991, 1.764)  0.044
C (0.053, 0.296, 1.381)  -0.176
N (-0.647, 0.396, -1.742)  0.202
H (-2.095, -0.309, -0.331)  0.132
H (-1.935, -1.282, -1.660)  0.134
H (0.551, -1.703, -0.800)  0.134
H (-0.828, -2.633, -0.124)  0.127
H (0.179, -3.085, 1.943)  0.077
H (0.665, -1.720, 3.081)  0.081
H (2.172, 0.705, 1.733)  0.078
H (0.986, 2.070, 1.731)  0.061
H (-0.847, 0.895, 1.229)  0.108
H (-1.323, 1.139, -1.921)  0.173
H (-0.270, 0.018, -2.593)  0.168
H (0.029, 0.866, -1.132)  0.105
H (1.132, 3.222, -2.244)  0.070
H (1.625, 3.012, -0.913)  0.068
O (0.931, 2.649, -1.488)  -0.057

Properties
Energy above the lowest of the compared OMol25 structures with the same formula, charge and spin: 32.08 kcal/mol
Total energy: -366.71612 hartree
Net charge: +1
E_HOMO: -12.75 eV
Gap between HOMO and LUMO: 9.5 eV

No. 2
This record from OMol25 describes a structure of composition C37H56BrF14N7O15P2S3. The level of theory is the ωB97M-V functional and the def2-TZVPD basis.

Each line ends with the Löwdin charge.
Cartesian coordinates (Å):
C (3.700, -0.251, 5.320)  -0.096
C (2.981, 1.105, 5.197)  -0.246
C (3.637, 2.069, 4.206)  -0.193
C (3.704, 1.505, 2.791)  -0.220
N (2.353, 1.231, 2.265)  -0.200
C (1.853, 2.241, 1.309)  -0.154
C (1.289, 1.768, -0.028)  -0.179
C (-0.205, 1.439, -0.008)  -0.204
C (-0.698, 0.894, -1.359)  -0.124
C (-1.164, -0.565, -1.348)  -0.408
N (-0.216, -1.309, -0.555)  0.143
C (-0.493, -2.345, 0.027)  -0.358
O (-0.707, -3.361, 0.558)  0.197
O (-2.439, -0.848, -0.686)  0.030
C (-3.686, -0.302, -0.934)  -0.365
O (-3.625, 0.479, -2.111)  0.081
C (-4.290, 1.582, -2.268)  -0.311
N (-4.877, 2.560, -2.403)  0.212
C (-4.175, 0.408, 0.344)  -0.390
N (-3.442, 1.573, 0.658)  -0.038
C (-2.968, 1.725, 2.033)  -0.238
C (-2.988, 3.188, 2.502)  -0.077
N (-5.675, 0.585, 0.270)  -0.664
Br (-6.244, 2.361, 0.570)  0.737
P (-6.541, -0.435, 1.349)  0.203
S (-8.415, -0.157, 1.677)  0.143
N (-4.637, -1.436, -1.216)  0.155
C (-5.099, -1.552, -2.577)  -0.488
O (-4.523, -1.943, -3.504)  0.255
F (-6.342, -1.132, -2.622)  0.187
C (-4.240, -2.684, -0.698)  -0.497
O (-4.083, -3.700, -1.252)  0.235
F (-4.118, -2.563, 0.639)  0.104
P (-0.913, -1.320, -3.046)  0.530
N (0.570, -1.433, -3.479)  -0.106
O (-1.818, -0.526, -4.089)  -0.118
O (-1.643, -2.729, -2.948)  -0.106
C (2.061, -0.120, 1.999)  -1.055
S (0.676, -0.816, 2.509)  0.762
S (3.312, -0.964, 1.101)  0.982
C (2.564, -2.528, 0.609)  -0.510
C (3.670, -3.485, 0.150)  -0.313
C (3.087, -4.562, -0.775)  -0.102
H (3.103, -1.062, 4.895)  0.060
H (4.661, -0.260, 4.798)  0.070
H (3.892, -0.513, 6.362)  0.067
H (2.992, 1.587, 6.179)  0.101
H (1.933, 0.958, 4.927)  0.089
H (4.651, 2.297, 4.542)  0.096
H (3.030, 2.980, 4.177)  0.117
H (4.229, 2.215, 2.146)  0.113
H (4.298, 0.591, 2.812)  0.070
H (2.670, 2.939, 1.115)  0.116
H (1.070, 2.834, 1.802)  0.122
H (1.413, 2.615, -0.714)  0.125
H (1.867, 0.950, -0.469)  0.095
H (-0.726, 2.385, 0.184)  0.114
H (-0.445, 0.775, 0.821)  0.040
H (-1.447, 1.557, -1.791)  0.111
H (0.142, 0.913, -2.064)  0.114
H (-3.976, -0.342, 1.121)  0.121
H (-2.749, 1.818, -0.032)  0.092
H (-3.627, 1.133, 2.672)  0.110
H (-1.958, 1.321, 2.158)  0.088
H (-3.649, 3.310, 3.363)  0.070
H (-1.999, 3.522, 2.818)  0.065
H (-3.375, 3.834, 1.714)  0.066
H (-6.304, -1.672, 0.755)  -0.027
H (-5.754, -0.414, 2.516)  -0.006
H (1.263, -1.083, -2.832)  -0.007
H (-1.567, 0.407, -4.098)  0.087
H (-0.991, -3.394, -3.219)  0.098
H (1.911, -2.313, -0.241)  0.049
H (1.981, -2.937, 1.433)  0.057
H (4.190, -3.921, 1.003)  0.107
H (4.398, -2.905, -0.426)  0.092
H (3.020, -4.186, -1.799)  0.073
H (2.070, -4.835, -0.477)  0.070
H (3.699, -5.463, -0.788)  0.072
C (-3.688, -4.652, 3.511)  -0.049
C (-5.160, -4.686, 3.166)  -0.196
O (-5.857, -5.682, 3.946)  0.036
C (-6.211, -5.314, 5.167)  -0.401
O (-6.021, -4.259, 5.696)  0.171
C (-6.981, -6.467, 5.855)  -0.553
F (-6.379, -7.643, 5.654)  0.168
F (-8.220, -6.537, 5.352)  0.168
F (-7.064, -6.251, 7.161)  0.176
H (-3.247, -5.641, 3.385)  0.087
H (-3.169, -3.954, 2.854)  0.068
H (-3.535, -4.338, 4.543)  0.081
H (-5.312, -4.985, 2.132)  0.124
H (-5.632, -3.715, 3.317)  0.118
C (10.813, 4.025, 6.033)  -0.058
C (9.522, 4.096, 6.816)  -0.189
O (8.456, 4.663, 6.018)  0.035
C (7.840, 3.831, 5.197)  -0.405
O (8.053, 2.666, 5.034)  0.168
C (6.706, 4.576, 4.455)  -0.552
F (7.103, 5.772, 4.016)  0.173
F (5.670, 4.755, 5.285)  0.165
F (6.296, 3.857, 3.414)  0.163
H (11.082, 5.009, 5.652)  0.084
H (11.615, 3.669, 6.679)  0.084
H (10.721, 3.343, 5.189)  0.079
H (9.610, 4.766, 7.668)  0.126
H (9.214, 3.116, 7.178)  0.125
C (-3.678, 3.941, -5.440)  -0.064
C (-2.480, 3.956, -6.359)  -0.185
O (-1.607, 5.067, -6.048)  0.042
C (-0.792, 4.876, -5.026)  -0.402
O (-0.698, 3.900, -4.336)  0.147
C (0.110, 6.119, -4.834)  -0.552
F (-0.592, 7.249, -4.926)  0.173
F (1.059, 6.131, -5.777)  0.171
F (0.697, 6.078, -3.642)  0.172
H (-4.229, 4.879, -5.491)  0.088
H (-4.350, 3.128, -5.716)  0.085
H (-3.369, 3.793, -4.406)  0.052
H (-2.765, 4.099, -7.398)  0.127
H (-1.908, 3.032, -6.287)  0.120
C (-0.399, -2.509, -6.807)  -0.052
C (1.001, -2.995, -6.516)  -0.198
O (1.657, -3.467, -7.720)  0.033
C (2.201, -2.541, -8.487)  -0.408
O (2.219, -1.358, -8.313)  0.168
C (2.896, -3.212, -9.696)  -0.551
F (2.131, -4.165, -10.235)  0.167
F (4.046, -3.774, -9.296)  0.164
F (3.171, -2.311, -10.631)  0.173
H (-0.990, -3.283, -7.299)  0.087
H (-0.875, -2.234, -5.869)  0.042
H (-0.381, -1.632, -7.453)  0.083
H (0.994, -3.859, -5.855)  0.121
H (1.602, -2.216, -6.052)  0.109

Properties
Total energy: -8804.81921 hartree
Net charge: 0
E_HOMO: -8.89 eV
Gap between HOMO and LUMO: 8.5 eV

Q: Among the records above, which one has the lowest total energy?
A: C37H56BrF14N7O15P2S3

Q: Which value of total energy does entry 2 give?
A: -8804.81921 hartree

Q: Number 1 is which compound?
A: C6H14NO

Q: Number 2 is which compound?
A: C37H56BrF14N7O15P2S3